Model one:
One molecule with the formula C4H5N3O, computed with ωB97M-V with the def2-TZVPD basis set.

Each line ends with the Löwdin charge.
Cartesian coordinates (Å):
C  -1.47202  0.07219  -0.08827  -0.252
C  -0.76616  1.33670  -0.03907  -0.009
C  1.96162  -0.56175  0.01276  -0.348
C  -0.41227  -0.95030  0.10391  0.020
H  -3.38356  -0.86854  0.20225  0.141
H  -1.07463  2.30620  -0.33871  0.095
H  2.01200  -1.60627  -0.12982  0.108
H  2.33343  1.23123  -0.00731  0.099
H  -0.56589  -2.05415  -0.08730  0.149
N  0.59866  1.15868  0.28619  0.080
N  0.70934  -0.25805  0.18649  -0.181
N  2.89890  0.25140  -0.10819  0.102
O  -2.83942  -0.05732  0.00708  -0.004

## Properties
Lowest unoccupied orbital energy   0.28 eV
E_HOMO   -8.56 eV
Charge   0
HOMO-LUMO gap   8.84 eV



Model two:
One molecule with the formula C4H5N3O, computed with ωB97M-V with the def2-TZVPD basis set.

Each line ends with the Löwdin charge.
Cartesian coordinates (Å):
C  -0.52979  0.55625  1.11832  -0.464
C  -0.58320  -0.58952  -1.07293  -0.104
C  0.77725  -0.85487  -1.36245  -0.037
C  1.82116  -0.23501  0.71643  -0.139
H  -2.16384  1.57948  1.39902  -0.019
H  -1.99882  0.67259  -0.24420  0.198
H  -1.37750  -0.48360  -1.97390  0.149
H  1.06614  -1.32248  -2.36937  0.125
H  2.82347  -0.17374  0.97776  0.110
N  -1.21838  1.64731  1.68661  0.095
N  -1.30600  -0.20538  0.17132  -0.005
N  0.80384  0.44664  1.30139  0.129
O  1.88566  -1.03766  -0.34801  -0.038

## Properties
Lowest unoccupied orbital energy   -0.30 eV
E_HOMO   -9.12 eV
Charge   0
HOMO-LUMO gap   8.82 eV



Model three:
One molecule with the formula C4H5N3O, computed with ωB97M-V with the def2-TZVPD basis set.

Each line ends with the Löwdin charge.
Cartesian coordinates (Å):
C  0.30509  0.74988  -0.06193  -0.332
C  1.68747  0.77287  -0.13519  -0.055
C  1.04205  -1.30360  -0.01853  -0.154
C  -1.40798  -0.99365  -0.02481  -0.225
H  -0.57226  2.34518  0.73555  0.118
H  2.33223  1.67401  -0.12204  0.121
H  1.04193  -2.42243  0.14920  0.146
H  -1.52761  -2.04998  0.03257  0.112
H  -1.98026  0.71002  -0.23484  0.051
N  2.11268  -0.55377  -0.09130  0.049
N  -0.10815  -0.52829  -0.01340  -0.012
N  -2.41524  -0.24556  -0.14575  0.131
O  -0.50995  1.84533  -0.06953  0.051

## Properties
Lowest unoccupied orbital energy   0.48 eV
E_HOMO   -9.08 eV
Charge   0
HOMO-LUMO gap   9.57 eV



Model four:
C4H5N3O as an isolated structure, computed with ωB97M-V with the def2-TZVPD basis set.

Each line ends with the Löwdin charge.
Cartesian coordinates (Å):
C  1.98134  1.34769  0.26279  -0.140
C  1.54871  -0.70852  -0.29298  -0.336
C  0.23022  -1.41695  -0.25498  -0.058
C  -0.17949  -0.20762  0.65217  0.080
N  3.03206  0.85604  -0.22528  0.076
N  2.80538  -0.57964  -0.45657  0.123
N  0.94664  0.41079  0.22253  -0.031
O  -1.73902  1.60385  -0.48649  -0.198
H  1.92378  2.44604  0.26454  0.139
H  -0.40012  -1.27703  -1.18139  0.135
H  0.13170  -2.36560  0.11796  0.071
H  -1.36855  0.48443  -0.38936  0.087
H  -2.71505  1.38484  -0.63764  0.052

## Properties
Lowest unoccupied orbital energy   -1.16 eV
E_HOMO   -9.77 eV
Charge   0
HOMO-LUMO gap   8.61 eV



Most favorable structure: model three. The second most favorable one is 0.0863 hartree above it.



Model one:
A 2-piece molecular cluster, C3H8O2S overall, computed with ωB97M-V with the def2-TZVPD basis set.

Each line ends with the Löwdin charge.
Cartesian coordinates (Å):
C  -1.12336  -0.69706  1.37965  -0.183
C  -0.23166  0.46007  1.70786  -0.621
S  -1.06456  2.09048  1.87881  0.654
H  -1.74535  -0.92277  2.24858  0.071
H  -0.50586  -1.57227  1.16734  0.071
H  -1.79838  -0.58499  0.53912  0.063
H  0.25168  0.36431  2.67176  0.055
H  0.54711  0.68673  0.98412  0.048
H  -1.55423  2.16106  0.63252  -0.159
O  2.52481  0.55342  -2.64542  0.097
C  1.88272  -0.44500  -2.56139  -0.378
O  0.54397  -0.43874  -2.33126  0.033
H  2.32927  -1.44110  -2.61647  0.133
H  -0.05614  -0.21415  -3.05523  0.116

## Properties
Lowest unoccupied orbital energy   0.51 eV
E_HOMO   -8.89 eV
Charge   0
HOMO-LUMO gap   9.40 eV



Model two:
A 2-piece molecular cluster, C3H8O2S overall, computed with ωB97M-V with the def2-TZVPD basis set.

Each line ends with the Löwdin charge.
Cartesian coordinates (Å):
O  1.85684  -0.81963  1.06185  0.028
C  1.61284  0.19772  0.45838  -0.253
C  0.17403  0.72348  0.64239  -0.254
C  -0.41378  1.18806  -0.69948  -0.544
S  -2.25414  0.96726  -0.62326  0.671
H  2.44472  0.74936  -0.00609  0.125
H  0.28743  1.62716  1.24374  0.114
H  -0.26204  -0.12021  1.16672  0.096
H  -0.13735  2.24739  -0.78879  0.070
H  -0.01312  0.63460  -1.54246  0.064
H  -2.32979  0.96018  0.72395  -0.146
H  -0.00652  -3.11872  0.14027  0.058
H  -0.66576  -2.81670  -1.29051  0.043
O  -0.29337  -2.41995  -0.48670  -0.074

## Properties
Lowest unoccupied orbital energy   0.80 eV
E_HOMO   -9.03 eV
Charge   0
HOMO-LUMO gap   9.83 eV



Most favorable structure: model one. The second most favorable one is 0.0136 hartree above it.



Model one:
A 2-piece molecular cluster, C4H6N3 overall, computed with ωB97M-V with the def2-TZVPD basis set.

Each line ends with the Löwdin charge.
Cartesian coordinates (Å):
C  1.61478  -1.34486  -0.30746  -0.008
C  0.51825  -1.15646  -1.10621  0.056
C  -2.06530  1.73264  0.97237  0.088
C  -1.46802  1.89919  -0.06955  -0.006
N  1.43532  -0.69168  0.84337  0.131
N  -0.32087  -0.41288  -0.26434  0.054
N  0.27340  -0.16422  0.85138  0.099
H  2.50679  -1.67476  -0.67600  0.114
H  2.02208  -0.66454  1.53808  0.124
H  -2.92149  1.66694  1.59001  0.054
H  -1.17873  0.23162  -0.39766  0.112
H  -0.79770  2.04120  -0.84453  0.044
H  0.38150  -1.46218  -2.12945  0.138

## Properties
Lowest unoccupied orbital energy   -4.04 eV
E_HOMO   -14.94 eV
Charge   +1
HOMO-LUMO gap   10.90 eV



Model two:
An isolated ion of composition C4H6N3 and charge +1, computed with ωB97M-V with the def2-TZVPD basis set.

Each line ends with the Löwdin charge.
Cartesian coordinates (Å):
C  -0.15398  4.26753  -0.97886  0.272
C  -0.71624  0.78975  -0.08417  0.090
C  0.63206  -1.01791  0.97351  -0.120
C  -0.25219  -0.62840  -0.16618  -0.198
N  -1.01673  3.79962  -0.33051  0.033
N  -1.29567  1.71419  0.26799  0.138
N  -1.72985  2.90170  0.19147  -0.001
H  0.56578  5.03438  -1.28587  0.125
H  0.24679  -0.85195  2.02973  0.111
H  1.02666  -2.16454  0.86011  0.149
H  1.60405  -0.54777  0.87444  0.069
H  0.22079  -0.71679  -1.19358  0.151
H  -1.33528  -1.09935  -0.14542  0.180

## Properties
Lowest unoccupied orbital energy   -4.90 eV
E_HOMO   -14.05 eV
Charge   +1
HOMO-LUMO gap   9.15 eV



Model three:
C4H6N3 as an isolated structure, computed with ωB97M-V with the def2-TZVPD basis set.

Each line ends with the Löwdin charge.
Cartesian coordinates (Å):
C  0.11768  1.60372  0.27647  -0.029
C  1.12547  0.77925  -0.01020  0.032
C  -0.44449  -1.40815  -0.21729  -0.149
C  -0.84729  -1.37366  1.14972  -0.020
N  -0.75371  1.00044  -0.53413  0.073
N  -1.81433  -1.17483  0.36119  0.220
N  0.14828  -0.09422  -0.74786  0.017
H  0.00908  2.45090  0.79161  0.105
H  -0.22870  -2.22232  -0.78036  0.115
H  -1.74667  0.93322  -0.69735  0.172
H  -0.58591  -1.79015  2.11453  0.143
H  1.95743  0.32082  0.61183  0.152
H  0.24024  -0.23675  -1.71040  0.169

## Properties
Lowest unoccupied orbital energy   -4.02 eV
E_HOMO   -14.04 eV
Charge   +1
HOMO-LUMO gap   10.02 eV



Model four:
A 2-piece molecular cluster, C4H6N3 overall, computed with ωB97M-V with the def2-TZVPD basis set.

Each line ends with the Löwdin charge.
Cartesian coordinates (Å):
C  -1.10707  -1.82978  -0.67579  0.036
C  1.34756  -0.75948  0.02715  -0.247
C  -0.21120  0.45171  1.34293  0.040
C  0.20231  0.89759  -1.05352  -0.002
N  -1.85761  -2.65080  -0.83137  0.160
N  2.37807  -1.26045  -0.10194  0.337
N  0.20306  -0.07569  0.02464  -0.138
H  -1.35873  0.55529  1.61042  0.186
H  0.14192  -0.23244  2.05141  0.098
H  0.04987  1.42875  1.47901  0.088
H  -0.80436  1.45320  -0.90771  0.147
H  1.00064  1.63596  -0.89362  0.140
H  0.01553  0.38614  -2.07160  0.156

## Properties
Lowest unoccupied orbital energy (alpha / beta)   -9.02 / -9.58 eV
E_HOMO (alpha / beta)   -17.32 / -17.53 eV
Charge   +1
HOMO-LUMO gap (alpha / beta)   8.31 / 7.95 eV



Most favorable structure: model one. The second most favorable one is 0.0645 hartree above it.